82
Properties=species:S:1:pos:R:3:forces:R:3:mulliken_charge:R:1 method="wB97M-V/def2-TZVPD" homo_ev="1.32 / 0.97" lumo_ev="4.45 / 4.45" molar_mass_g_mol=610.590 homo_lumo_gap_ev="3.1 / 3.5" charge=-2 spin_multiplicity=4 energy_ha=-2531.054813
P -0.117654 0.574376 -0.479639 1.52 1.06 -0.61 0.927
C 0.421918 0.330315 -2.349597 -1.10 0.25 0.46 0.434
C 0.887359 1.600477 -3.111073 0.24 0.31 0.71 0.416
C 1.434031 1.383269 -4.528289 -0.32 0.04 -0.28 -1.121
C 2.232424 0.095172 -4.771879 0.23 0.06 -0.09 -0.711
C 1.797468 -1.121947 -3.942474 -0.21 -0.09 0.02 -1.061
C 1.434282 -0.805821 -2.483480 0.12 0.07 -0.13 -0.736
C 1.606515 0.901476 0.360167 -0.95 -0.06 -0.30 0.263
C 2.674902 1.761802 -0.322349 0.25 0.07 0.03 -0.656
C 3.961648 1.867229 0.527862 0.02 -0.14 0.19 -0.992
C 4.516074 0.505848 1.006759 0.14 0.01 -0.03 -0.819
C 3.452899 -0.476529 1.531938 0.00 -0.03 0.08 -0.818
C 2.137877 -0.471271 0.739324 0.22 -0.36 0.09 0.712
C -0.644377 2.367178 -0.571319 -0.13 -0.32 -0.25 0.739
C -1.725784 2.731854 -1.601626 0.18 0.15 -0.30 -1.375
C -1.379802 4.172464 -2.035599 -0.01 -0.18 -0.08 -0.472
C -1.238637 5.158552 -0.854294 -0.58 0.15 -0.02 -0.889
C -0.646356 4.593136 0.449968 0.05 -0.09 -0.08 -0.799
C -0.998355 3.122535 0.715995 0.46 -0.15 0.27 -0.605
H -0.558839 0.014593 -2.740937 0.23 -0.11 -0.26 0.848
H 1.660239 2.103121 -2.501800 -0.31 -0.23 -0.41 -0.084
H 0.071440 2.336348 -3.191198 0.36 -0.48 0.06 -0.296
H 2.066848 2.246411 -4.792220 -0.16 -0.17 0.04 0.256
H 0.590740 1.432017 -5.234373 0.07 -0.20 0.14 0.371
H 2.146884 -0.157781 -5.833312 0.04 -0.03 -0.03 0.394
H 3.304280 0.308590 -4.636618 -0.19 -0.14 0.32 0.334
H 0.942759 -1.622462 -4.422628 0.03 0.24 0.07 0.432
H 2.604569 -1.863837 -3.953844 -0.05 0.05 0.00 0.409
H 1.079355 -1.725591 -1.989437 0.04 0.37 -0.07 0.286
H 2.337929 -0.483445 -1.957710 0.06 -0.21 -0.20 0.199
H 1.255112 1.434665 1.245896 0.27 -0.10 0.24 1.303
H 3.802199 2.533441 1.394922 -0.23 -0.32 -0.16 0.374
H 2.329305 2.795720 -0.500455 -0.03 -0.35 -0.03 -0.106
H 2.936924 1.339018 -1.302834 0.11 0.07 0.29 0.108
H 4.733838 2.372771 -0.065043 -0.01 -0.02 -0.01 0.430
H 5.232513 0.677088 1.819397 0.06 0.10 -0.10 0.396
H 5.121138 0.042233 0.202104 -0.47 0.12 0.10 0.252
H 3.862199 -1.495060 1.502537 -0.05 0.17 -0.01 0.398
H 3.264027 -0.294341 2.608875 -0.12 0.21 -0.47 0.368
H 1.390108 -1.024728 1.312352 0.09 0.30 -0.13 -1.911
H 2.250694 -1.071882 -0.172608 0.23 0.10 0.31 0.020
H 0.286901 2.825373 -0.914063 -0.02 0.18 -0.14 -0.376
H -1.756091 2.042060 -2.467421 0.04 0.42 0.41 0.434
H -2.733493 2.663902 -1.160208 0.39 0.04 -0.03 0.642
H -0.428122 4.146923 -2.585366 -0.12 -0.04 0.09 0.152
H -2.126293 4.534838 -2.750457 -0.01 0.20 0.08 0.497
H -2.245753 5.532932 -0.622862 0.08 -0.02 -0.02 0.325
H -0.651564 6.033844 -1.182202 -0.20 -0.19 0.11 0.353
H -0.952466 5.211535 1.295058 -0.09 0.16 0.03 0.479
H 0.445174 4.677580 0.407547 0.04 -0.13 -0.01 0.261
H -0.422286 2.750114 1.573894 -0.14 0.18 -0.24 0.290
H -2.052661 2.975918 1.001225 0.25 0.04 -0.25 0.399
Tc -1.877724 -0.640988 0.850371 0.64 -0.95 0.24 -1.325
Cl -0.642874 0.395583 2.579292 0.11 0.13 1.14 -0.502
Cl -3.168753 -0.251235 -1.112982 -0.59 -0.13 -0.92 -0.532
C -1.284043 -2.519929 0.711579 1.71 -1.50 0.01 -0.933
H -1.982890 -3.107336 0.061188 0.53 0.24 0.51 0.250
C 2.237001 -4.543773 1.777681 0.75 0.21 0.24 -0.838
C 1.215620 -5.222049 1.093330 -0.66 0.29 -0.10 -0.239
C -0.033569 -4.642440 0.930655 0.56 -0.69 0.28 -0.879
C -0.254627 -3.290592 1.363901 -1.78 1.17 -1.29 1.702
C 0.659948 -2.794268 2.359409 0.53 -0.22 0.39 -0.154
C 1.931745 -3.367168 2.477090 -1.01 0.32 0.01 -0.218
H 3.257162 -4.917065 1.797597 -0.09 -0.20 0.03 0.287
H 1.419546 -6.206583 0.681901 -0.05 -0.05 -0.02 0.341
H -0.862172 -5.179949 0.449307 0.45 0.23 -0.02 0.236
H 0.352914 -1.927578 2.959951 0.33 -0.35 -0.40 0.206
H 2.684532 -2.858173 3.100980 -0.33 -0.41 -0.19 0.486
C -3.562753 -2.434131 3.931584 -0.15 -0.15 0.13 -1.533
C -4.237469 -1.936270 2.653645 1.78 1.15 -1.48 1.738
C -4.687016 -3.142639 1.841189 -0.35 -0.55 -0.08 -1.612
C -5.459851 -1.075855 2.990957 -0.14 -0.20 0.38 -1.858
N -3.264159 -1.144307 1.841312 -3.06 0.09 1.86 -0.590
H -4.330847 -2.991107 4.474511 0.06 -0.12 0.41 0.444
H -3.191119 -1.612348 4.547172 -0.08 0.05 -0.08 0.325
H -2.723679 -3.111427 3.732460 -0.14 0.21 -0.21 0.282
H -5.384268 -3.780406 2.400448 -0.06 0.06 0.26 0.421
H -5.233698 -2.837166 0.942624 0.40 0.04 -0.07 0.338
H -3.831389 -3.780208 1.602222 0.00 0.26 -0.27 0.335
H -5.166802 -0.190111 3.566403 -0.01 -0.01 -0.32 0.388
H -6.040122 -0.809026 2.099031 0.39 0.15 0.08 0.380
H -6.132685 -1.663482 3.628585 -0.07 -0.04 0.08 0.383


107
Properties=species:S:1:pos:R:3:forces:R:3:mulliken_charge:R:1 method="wB97M-V/def2-TZVPD" homo_ev=-9.19 smiles="CB(O)c1cc2c(c(P(O)(O)=S)c1)C(=O)NC2=O.BrCCBr.BrCCBr.BrCCBr.BrCCBr.BrCCBr.BrCCBr.BrCCBr.BrCCBr.BrCCBr.BrCCBr" lumo_ev=-1.33 molar_mass_g_mol=2163.646 homo_lumo_gap_ev=7.9 charge=0 energy_ha=-53810.016531
C 2.282792 1.474299 -3.245012 -0.17 0.16 0.97 -0.136
B 3.693832 2.081759 -2.656441 -0.01 -0.45 -0.88 0.173
O 4.908542 1.942098 -3.407109 -1.17 -0.50 2.22 -0.377
C 3.593103 2.847602 -1.223452 0.35 1.70 3.03 0.181
C 3.168267 4.363088 -1.267072 0.39 -1.78 4.20 -0.470
C 3.030949 5.062551 0.097463 0.29 -3.10 -0.20 0.128
C 3.291024 4.322581 1.441131 -0.14 -1.49 -2.31 0.013
C 3.747280 2.852028 1.515870 -1.18 1.65 -3.80 0.861
P 4.091432 2.039346 3.176692 0.91 -1.08 0.87 0.653
O 2.744139 1.091110 3.599358 2.72 0.22 -1.82 -0.329
O 5.378648 0.914044 2.889611 -2.74 1.05 -0.93 -0.523
S 4.718537 3.229096 4.563908 -0.61 -0.61 -0.86 -0.393
C 3.895945 2.112086 0.133423 -1.13 3.54 0.17 -0.384
C 2.971515 5.424814 2.547327 0.51 -0.83 1.19 0.168
O 2.485898 5.361792 3.685396 1.75 0.27 -4.39 -0.565
N 3.366809 6.674018 1.819299 -2.14 0.64 0.56 -0.390
C 2.636812 6.549385 0.517526 0.04 0.41 -1.48 0.109
O 1.913790 7.397289 -0.028947 2.82 -3.18 2.07 -0.506
H 2.397910 0.386484 -3.565225 -0.06 1.51 0.08 0.413
H 1.842571 2.109012 -4.081789 0.72 -0.91 0.96 -0.462
H 1.515703 1.483551 -2.378746 1.11 0.04 -1.38 0.230
H 5.669335 1.771185 -2.795879 -0.79 0.76 -0.76 0.272
H 2.946154 4.929659 -2.226440 0.38 -0.96 1.34 0.276
H 2.903749 0.210988 3.150514 -0.68 0.97 0.73 0.271
H 5.222430 0.433315 2.042455 0.28 0.31 0.75 0.342
H 4.212800 1.005522 0.128166 -0.55 1.96 -0.15 0.042
H 4.386162 6.808110 1.721810 -0.85 -0.32 0.00 0.352
Br 0.417927 -1.849031 4.770505 0.00 0.12 -0.06 -0.131
C -0.810302 -1.026577 3.500106 -0.04 -0.12 0.22 -0.362
C -0.655180 -1.624576 2.124282 -0.14 0.11 -0.10 -0.334
Br 0.935262 -0.937843 1.230145 0.04 0.04 -0.05 -0.128
H -0.624422 0.047289 3.527678 0.03 -0.15 -0.08 0.448
H -1.807064 -1.229521 3.895894 0.05 -0.04 -0.16 0.063
H -1.488963 -1.334301 1.482839 0.08 0.01 0.09 0.383
H -0.570615 -2.711770 2.132121 0.04 0.15 0.06 0.043
Br -1.255809 9.652543 5.288410 0.00 -0.06 0.08 -0.169
C 0.081130 8.234590 5.222425 0.07 0.23 -0.08 -0.599
C -0.129001 7.338758 4.027694 0.15 -0.26 -0.02 -0.016
Br -1.610648 6.105372 4.321502 -0.03 0.06 -0.07 -0.128
H 0.029552 7.704650 6.173142 -0.02 0.00 -0.20 0.398
H 1.039309 8.751350 5.150417 -0.08 -0.11 -0.06 0.368
H 0.742624 6.702080 3.866676 -0.12 0.16 0.14 -0.222
H -0.347702 7.885652 3.110527 -0.01 0.01 0.20 0.426
Br 1.693786 -4.515588 1.096538 -0.03 -0.09 0.05 -0.124
C 0.749195 -6.063764 0.382610 0.25 0.16 -0.09 -0.362
C -0.643589 -5.686588 -0.055477 -0.16 -0.23 -0.06 -0.816
Br -1.833315 -5.489499 1.476726 0.05 0.13 -0.02 -0.103
H 0.767590 -6.832613 1.152967 -0.06 0.15 -0.15 0.251
H 1.344730 -6.395923 -0.469131 -0.13 0.01 0.06 0.334
H -1.086541 -6.479577 -0.660051 0.08 0.03 0.11 0.388
H -0.682081 -4.749302 -0.610563 0.08 -0.11 0.13 0.483
Br -6.317469 -3.686111 2.026987 0.06 -0.15 -0.08 -0.110
C -6.637916 -5.470101 2.743729 0.04 0.18 0.20 -0.655
C -5.612238 -6.451600 2.235316 -0.10 -0.26 -0.08 -0.216
Br -5.986121 -6.982143 0.396906 0.11 0.08 0.07 -0.135
H -7.661503 -5.739182 2.483847 0.18 0.01 -0.03 0.396
H -6.560116 -5.359462 3.826549 0.03 -0.03 -0.11 0.365
H -5.647912 -7.378507 2.810016 -0.04 0.13 -0.01 0.363
H -4.596765 -6.057587 2.252584 -0.18 0.01 -0.02 -0.052
Br -5.043159 -0.410650 7.528297 0.09 -0.06 -0.10 -0.132
C -3.851998 0.260475 6.139449 -0.08 0.15 0.28 -0.467
C -4.629813 0.774400 4.952998 0.13 0.00 -0.28 -0.623
Br -5.296075 -0.692929 3.854844 -0.02 0.02 0.08 -0.066
H -3.167607 -0.549955 5.888705 -0.13 0.11 -0.03 0.186
H -3.292760 1.069715 6.611640 -0.06 -0.05 -0.11 0.388
H -3.983476 1.353716 4.291433 -0.02 -0.04 0.12 0.343
H -5.492027 1.379771 5.231807 0.15 -0.12 0.06 0.418
Br -9.681031 -2.210815 3.245513 0.06 -0.01 -0.10 -0.114
C -8.880516 -1.118808 1.844087 -0.04 0.14 0.27 -0.383
C -9.937165 -0.478806 0.978097 0.04 0.01 -0.25 -0.607
Br -10.696388 -1.762929 -0.276683 -0.04 0.05 0.08 -0.148
H -8.199867 -1.763321 1.289001 -0.19 0.09 0.02 0.205
H -8.303735 -0.357578 2.372358 -0.07 -0.04 -0.07 0.245
H -9.500899 0.303398 0.354758 0.02 -0.09 0.10 0.362
H -10.767483 -0.061998 1.547745 0.16 -0.11 -0.02 0.399
Br 5.154035 0.472603 -7.018229 0.01 0.05 0.13 -0.117
C 6.715622 -0.044729 -5.974483 0.02 0.10 -0.29 -0.444
C 6.706055 -1.522290 -5.670633 0.10 -0.06 0.25 -0.592
Br 5.449359 -1.941577 -4.240247 -0.01 -0.02 -0.09 -0.144
H 6.721421 0.579466 -5.081156 -0.07 -0.16 -0.09 0.203
H 7.572487 0.213601 -6.598805 -0.06 -0.10 0.07 0.355
H 7.679413 -1.844079 -5.296854 -0.08 0.09 -0.05 0.345
H 6.429726 -2.136996 -6.527031 0.00 0.17 0.09 0.366
Br 4.639261 6.182082 -5.198474 -0.06 -0.10 0.10 -0.130
C 3.700206 4.627513 -5.906585 0.18 0.12 -0.15 -0.167
C 2.306665 4.989053 -6.358994 -0.14 -0.21 0.00 -0.543
Br 1.100029 5.189849 -4.839951 0.07 0.13 0.02 -0.167
H 3.717183 3.864346 -5.128533 -0.05 0.07 -0.16 -0.169
H 4.303236 4.291740 -6.751543 -0.13 -0.01 0.07 0.384
H 1.877585 4.184364 -6.959118 0.12 0.02 0.05 0.292
H 2.263125 5.919940 -6.924016 0.08 -0.12 0.13 0.493
Br 2.381663 -9.705856 -0.560719 -0.03 0.00 0.12 -0.140
C 1.138224 -10.978664 0.235586 0.15 -0.08 -0.23 -0.558
C -0.293038 -10.587124 -0.035790 -0.18 -0.07 0.22 -0.588
Br -0.853686 -9.118270 1.116351 -0.09 -0.10 -0.12 -0.120
H 1.376303 -11.034002 1.297543 -0.12 0.06 -0.14 0.365
H 1.370690 -11.935216 -0.235073 -0.08 0.10 0.03 0.345
H -0.968768 -11.409801 0.203446 0.12 0.05 -0.01 0.337
H -0.465868 -10.268866 -1.063665 0.12 -0.05 0.14 0.373
Br 1.075354 0.758990 -6.476643 -0.03 0.08 -0.22 -0.093
C -0.327346 1.954660 -5.843905 0.08 -0.23 0.12 -0.415
C -1.697778 1.420357 -6.178700 -0.20 0.19 -0.11 -0.701
Br -2.126682 1.703398 -8.058818 0.03 -0.09 0.07 -0.157
H -0.127593 2.933456 -6.277959 -0.17 -0.16 0.05 0.228
H -0.188682 2.006423 -4.762759 -0.10 0.01 -0.10 0.332
H -2.466939 1.963299 -5.627093 0.14 -0.02 -0.02 0.407
H -1.803674 0.353016 -5.985429 0.12 0.16 -0.02 0.415